C5H9NO in the gas phase, computed with ωB97M-V with the def2-TZVPD basis set.

- F_max: 1.85 eV/A
- HOMO-LUMO gap: 9.89 eV
- HOMO: -9.0 eV

Structure (ORCA input):
```
! RIJCOSX wB97M-V def2-TZVPD def2/J DEFGRID3
* xyz 0 1
O 0.9937 -2.8545 -0.3048
C 0.6410 -1.9009 -0.9537
N 0.2035 -0.7264 -0.4410
C -0.7415 0.2186 -0.9940
C -0.7610 1.3579 0.0709
C -0.2011 0.6997 1.3522
C 0.9135 -0.1623 0.7614
H 0.7992 -1.7994 -2.0556
H -1.7130 -0.2792 -0.9933
H -0.5316 0.6330 -1.9916
H -1.8040 1.6471 0.2399
H -0.2465 2.2714 -0.2243
H 0.2263 1.4402 2.0304
H -0.8380 0.0047 1.8914
H 1.7126 0.4190 0.2713
H 1.3467 -0.9687 1.3407
*
```

C5H9NO in the gas phase, computed with ωB97M-V with the def2-TZVPD basis set.

- F_max: 0.35 eV/A
- HOMO-LUMO gap: 8.91 eV
- HOMO: -8.1 eV

Structure (ORCA input):
```
! RIJCOSX wB97M-V def2-TZVPD def2/J DEFGRID3
* xyz 0 1
C 0.5483 -1.9922 0.9662
C -0.4269 -0.8498 0.9134
O -1.3556 -0.9414 1.9204
C -0.4738 0.0742 -0.0335
C -1.1933 0.9891 -0.9055
N 0.1512 0.4558 -1.2451
C 1.1959 1.4694 -1.0790
H 0.5063 -2.4504 1.9577
H 0.2493 -2.7454 0.2274
H 1.5732 -1.6919 0.7333
H -1.9250 -0.1618 1.9010
H -1.2630 2.0592 -0.7071
H -2.0032 0.5918 -1.5146
H 1.3260 2.0025 -2.0257
H 2.1411 0.9867 -0.8150
H 0.9494 2.2042 -0.2938
*
```

A molecular structure, C5H9NO, computed with ωB97M-V with the def2-TZVPD basis set.

- F_max: 2.81 eV/A
- HOMO-LUMO gap: 9.86 eV
- HOMO: -9.3 eV

Structure (ORCA input):
```
! RIJCOSX wB97M-V def2-TZVPD def2/J DEFGRID3
* xyz 0 1
C -1.9704 -0.1852 0.3415
C -0.8361 -0.1040 -0.6827
C 0.1198 1.0849 -0.5181
C 1.2469 0.5299 0.4631
O 2.3284 -0.9628 0.3225
C 0.1078 -1.2075 -0.5096
N 0.7733 -2.1527 -0.5293
H -2.7192 0.5868 0.1389
H -1.5938 -0.0483 1.3607
H -2.4593 -1.1632 0.2938
H -1.2517 -0.2115 -1.6917
H 0.5205 1.3991 -1.4862
H -0.3884 1.9910 -0.1028
H 0.7779 0.3849 1.4377
H 2.1057 1.1542 0.4621
H 3.2385 -1.0958 0.7003
*
```

A molecular structure, C5H9NO, computed with ωB97M-V with the def2-TZVPD basis set.

- F_max: 7.70 eV/A
- HOMO-LUMO gap: 9.64 eV
- HOMO: -8.6 eV

Structure (ORCA input):
```
! RIJCOSX wB97M-V def2-TZVPD def2/J DEFGRID3
* xyz 0 1
C -0.5155 -0.8047 -0.9900
C 1.3284 0.6190 -0.2990
C 0.3399 0.6121 0.8549
C 0.1147 -0.7870 1.3085
C -1.0319 -0.5612 0.2558
H -1.2621 -1.1455 -1.7781
H 0.1316 -1.6875 -0.8708
H 0.2069 0.8209 -2.0606
H 2.1434 -0.1353 -0.0617
H 2.0091 1.5518 -0.7886
H 0.5187 1.3828 1.5865
H 0.7163 -1.5129 0.9253
H -0.1092 -0.8965 2.2628
H -2.0438 -1.1536 0.4369
N 0.6037 0.1495 -1.4196
O -0.9938 0.9074 0.4380
*
```

C5H9NO in the gas phase, computed with ωB97M-V with the def2-TZVPD basis set.

- F_max: 4.23 eV/A
- HOMO-LUMO gap: 7.66 eV
- HOMO: -7.0 eV

Structure (ORCA input):
```
! RIJCOSX wB97M-V def2-TZVPD def2/J DEFGRID3
* xyz 0 1
C -0.3452 -0.4668 -1.1816
C 1.8376 -0.3147 -0.1585
C 2.3687 1.0607 -0.0174
C -1.8646 -0.1614 0.8149
C -1.7505 -0.5222 -0.7337
N 0.5837 -0.4456 -0.4052
O 2.7471 -1.4022 -0.0973
H 3.0734 0.9904 0.7821
H 1.5956 1.8596 0.3676
H 2.6660 1.4682 -0.9398
H -1.6793 0.9006 0.8951
H -1.0774 -0.6102 1.2929
H -2.7903 -0.4399 1.2414
H -2.4160 0.1642 -1.2144
H -2.2061 -1.4479 -0.8624
H 2.2344 -2.2276 -0.1335
*
```

C5H9NO in the gas phase, computed with ωB97M-V with the def2-TZVPD basis set.

- F_max: 1.07 eV/A
- HOMO-LUMO gap: 11.51 eV
- HOMO: -10.8 eV

Structure (ORCA input):
```
! RIJCOSX wB97M-V def2-TZVPD def2/J DEFGRID3
* xyz 0 1
C 1.4833 0.2493 0.7424
C 0.5515 -0.8423 0.2042
O -0.0378 -1.6225 1.2253
C -0.5605 -0.3029 -0.7319
C -1.4971 0.6988 -0.0501
C 0.0430 0.3055 -1.9238
N 0.5394 0.7978 -2.8455
H 1.8213 0.9171 -0.0602
H 2.3731 -0.1977 1.1984
H 0.9835 0.8600 1.5039
H 1.1706 -1.5279 -0.3786
H -0.5048 -1.0267 1.8288
H -1.1506 -1.1647 -1.0676
H -2.2298 1.0888 -0.7593
H -0.9376 1.5487 0.3490
H -2.0475 0.2187 0.7650
*
```

2 unconnected molecules or ions with the total composition C5H9NO, computed with ωB97M-V with the def2-TZVPD basis set.

- F_max: 1.23 eV/A
- HOMO-LUMO gap: 9.38 eV
- HOMO: -8.7 eV

Structure (ORCA input):
```
! RIJCOSX wB97M-V def2-TZVPD def2/J DEFGRID3
* xyz 0 1
C 1.9116 0.1567 -0.2124
C 0.5984 -0.0202 0.5706
C -0.5218 -0.8420 -0.0401
O -0.1975 -2.1920 -0.1027
C -1.8120 -0.5935 -0.3293
C -2.1864 2.0384 0.9001
N -1.3713 2.2928 0.0877
H 1.8267 0.9049 -1.0151
H 2.7100 0.4702 0.4740
H 2.2457 -0.7800 -0.6763
H 0.2126 0.9279 0.9443
H 0.8168 -0.5776 1.4984
H -0.6906 2.1110 -0.6476
H 0.6765 -2.3260 0.2864
H -2.4130 -1.4936 -0.2658
H -2.2774 0.2913 -0.7481
*
```

2 unconnected molecules or ions with the total composition C5H9NO, computed with ωB97M-V with the def2-TZVPD basis set.

- F_max: 1.19 eV/A
- HOMO-LUMO gap: 9.35 eV
- HOMO: -8.9 eV

Structure (ORCA input):
```
! RIJCOSX wB97M-V def2-TZVPD def2/J DEFGRID3
* xyz 0 1
C -0.6384 -0.4307 -1.7867
C -1.3564 0.1642 0.5459
O -1.5660 -1.0819 0.8962
C 0.0556 0.6763 0.8810
C 1.2670 -0.2637 0.9849
C 0.3976 1.8541 0.0671
N 0.7216 2.7682 -0.5634
H 0.1361 0.2517 -2.1380
H -1.3233 -0.7190 -2.5786
H -0.1907 -1.3295 -1.3465
H -1.3122 0.1184 -1.0803
H -0.7696 -1.5897 1.1536
H -0.1702 1.0658 1.8854
H 2.0964 0.2604 1.4670
H 1.6072 -0.6062 0.0038
H 1.0454 -1.1384 1.6084
*
```

Per-record energy relative to the best compared isomer or geometry (same formula, charge and spin), kcal per mole: 29.9; 72.0; 119.3; 107.2; 93.7; 22.3; 83.2; 100.8
Per-record LUMO energy, eV: 0.9; 0.8; 0.5; 1.0; 0.7; 0.7; 0.7; 0.4